# 1
A single C8H7N5O molecule in a non-equilibrium geometry, computed with the ωB97M-V functional and the def2-TZVPD basis.

```
21
Properties=species:S:1:pos:R:3:forces:R:3
N -0.566 2.589 -2.062 0.90 0.21 -0.37
N 0.105 1.465 -2.620 0.50 -0.91 2.87
N 0.879 1.557 -3.683 -0.84 -0.45 0.52
N 1.429 0.402 -3.782 1.39 -0.55 -1.57
N 1.145 -0.430 -2.780 0.10 0.42 0.28
C 0.383 0.248 -1.970 -3.91 1.81 0.72
C -0.353 -0.339 -0.653 1.42 -1.65 1.04
C 0.656 -1.454 -0.357 -0.31 0.69 0.22
C 1.490 -1.428 0.671 -1.43 1.11 0.83
C 1.289 -0.587 1.840 -0.59 0.15 0.79
C 0.115 0.054 1.993 1.21 0.24 -1.67
C -0.722 0.106 0.786 -2.43 0.01 1.96
C -2.021 -0.434 0.658 2.87 1.21 -2.70
O -1.748 -0.813 -0.692 -1.18 0.21 -1.12
H -0.360 2.592 -1.028 -0.01 0.34 -1.62
H -0.132 3.383 -2.605 -0.69 -0.81 1.34
H 0.866 -2.156 -1.098 -0.11 -1.10 -1.27
H 2.146 -2.219 0.790 1.59 -1.29 -0.08
H 1.923 -0.667 2.718 0.22 -0.11 -0.29
H -0.110 0.457 2.951 -0.62 0.54 0.39
H -3.083 -0.524 1.044 1.91 -0.08 -0.24
```
Positions in Å, forces in eV/Å.

Summary:
Orbital gap (alpha / beta) in hartree: 0.3082 / 0.3082
Highest occupied orbital energy (alpha / beta) in eV: -8.4 / -8.4
Charge: 0
LUMO level (alpha / beta) in eV: 0.027 / 0.027
Electronic energy in eV: -17900.23009
ΔE to the lowest compared entry with this formula, charge and spin in kJ/mol: 369.7

***

# 2
A single C8H7NO molecule in a non-equilibrium geometry, computed with the ωB97M-V functional and the def2-TZVPD basis.

```
17
Properties=species:S:1:pos:R:3:forces:R:3
C -1.282 2.509 -0.056 -0.14 -0.81 0.08
C -1.072 1.451 0.456 0.97 -0.86 0.91
C -0.644 0.105 0.923 -0.32 0.12 -1.09
C -0.913 -0.145 2.448 1.03 0.19 -1.00
O -1.958 -0.266 2.986 -0.70 0.09 0.04
C 0.876 -0.104 0.540 -0.49 -3.87 -0.59
C 1.030 -0.689 -0.891 -0.34 0.61 0.11
C -0.007 -1.203 -1.571 0.35 0.32 -0.61
C -1.312 -1.318 -0.904 1.03 0.18 1.92
N -1.591 -0.784 0.220 0.02 -0.25 0.38
H -1.667 3.161 -0.757 -0.34 1.41 -0.60
H 0.039 -0.258 2.962 0.49 -0.03 0.67
H 1.504 -0.849 1.161 -1.45 0.86 -0.24
H 1.397 0.774 0.658 1.08 2.22 -0.03
H 2.031 -0.693 -1.362 -0.61 0.18 0.44
H 0.097 -1.523 -2.628 0.01 -0.01 0.96
H -2.007 -2.107 -1.074 -0.59 -0.36 -1.35
```
Positions in Å, forces in eV/Å.

Summary:
Orbital gap in hartree: 0.3602
Highest occupied orbital energy in eV: -9.5
Charge: 0
LUMO level in eV: 0.328
Electronic energy in eV: -11942.63258
ΔE to the lowest compared entry with this formula, charge and spin in kJ/mol: 342.2

***

# 3
A gas-phase ion, C8H7NO4PS (charge +1) in a non-equilibrium geometry, computed with the ωB97M-V functional and the def2-TZVPD basis.

```
22
Properties=species:S:1:pos:R:3:forces:R:3
C -1.178 -0.507 3.934 3.34 2.27 -6.40
C -0.594 -0.216 2.781 -3.27 -1.15 5.49
N -0.079 0.185 1.452 0.46 0.50 -0.01
C 0.783 1.397 1.439 0.61 0.09 -3.62
C 1.386 1.980 0.087 -2.50 -3.57 -0.43
C 1.032 1.233 -1.294 -0.84 -0.89 4.09
C 1.550 1.762 -2.748 -1.68 -1.65 -4.09
O 1.043 1.198 -3.779 2.56 2.85 5.46
O 2.485 2.834 -2.910 -1.90 -2.73 2.38
C 0.132 -0.066 -1.158 0.82 1.72 2.35
C -0.424 -0.590 0.256 2.38 3.75 -2.78
P -1.479 -2.165 0.200 -1.33 -2.60 -0.68
O -3.117 -1.716 -0.029 3.26 -1.00 -1.38
O -1.012 -2.989 -1.266 0.14 2.24 2.43
S -1.165 -3.411 1.646 -0.05 1.36 -0.59
H -1.664 -0.620 4.985 1.20 0.09 -2.52
H 1.030 1.946 2.438 -0.81 -1.52 -1.89
H 2.071 2.920 0.042 -1.53 -1.88 0.60
H 2.904 3.002 -2.022 -0.43 -0.04 -1.27
H -0.137 -0.669 -2.116 0.50 1.19 1.97
H -3.431 -2.095 -0.904 0.37 0.58 1.22
H -0.136 -3.416 -1.031 -1.34 0.38 -0.31
```
Positions in Å, forces in eV/Å.

Summary:
Orbital gap in hartree: 0.2343
Highest occupied orbital energy in eV: -12.7
Charge: +1
LUMO level in eV: -6.371
Electronic energy in eV: -38199.03906

***

# 4
A single C8H7NOS molecule in a non-equilibrium geometry, computed with the ωB97M-V functional and the def2-TZVPD basis.

```
18
Properties=species:S:1:pos:R:3:forces:R:3
C -1.002 -2.178 -0.093 2.68 -3.60 -0.68
C -1.952 -1.477 0.108 -1.30 1.80 0.35
C 2.257 -0.028 -0.216 4.79 0.02 -0.32
C 1.792 -0.051 1.070 0.39 -0.33 0.80
C 1.580 0.494 -1.284 -1.44 -0.76 3.13
C 0.498 0.351 1.334 -0.78 0.06 0.12
C 0.292 0.895 -1.048 0.05 0.20 0.64
C -0.246 0.871 0.249 -0.14 -0.10 -0.55
N -2.735 -0.453 0.394 -0.47 2.06 0.40
O -2.399 2.126 -0.818 0.64 -0.04 0.12
S -1.911 1.529 0.422 -0.95 -2.84 0.21
H -0.263 -3.045 -0.233 -1.64 2.18 0.31
H 3.423 -0.245 -0.354 -2.71 0.16 0.20
H 2.501 -0.346 1.867 -0.82 0.00 -0.42
H 2.020 0.562 -2.185 1.26 0.20 -3.05
H 0.128 0.171 2.361 -0.17 0.63 -0.81
H -0.204 1.251 -1.911 -1.17 0.57 -0.32
H -3.780 -0.427 0.337 1.75 -0.20 -0.12
```
Positions in Å, forces in eV/Å.

Summary:
Orbital gap in hartree: 0.2746
Highest occupied orbital energy in eV: -8.2
Charge: 0
LUMO level in eV: -0.680
Electronic energy in eV: -22777.51612
ΔE to the lowest compared entry with this formula, charge and spin in kJ/mol: 459.5

***

# 5
A single C8H7NS molecule in a non-equilibrium geometry, computed with the ωB97M-V functional and the def2-TZVPD basis.

```
17
Properties=species:S:1:pos:R:3:forces:R:3
C -1.976 0.668 0.500 0.91 -1.53 0.45
C -1.784 -0.129 1.534 0.62 -1.33 -0.63
C -1.049 0.347 -0.546 4.38 -0.55 -1.66
C -0.752 -1.162 1.119 -1.32 0.94 -0.06
C -0.032 1.141 -0.908 -1.21 1.39 -1.67
C 0.308 -1.435 1.805 0.11 -0.97 0.27
C -0.652 -1.158 -0.421 1.36 0.37 0.83
C 2.325 0.897 -1.078 -1.73 0.08 -1.33
N 1.143 1.184 -1.613 -0.82 -0.50 2.24
S 1.552 -1.994 2.533 0.59 -0.02 0.43
H -2.563 1.485 0.501 -1.91 2.69 -0.06
H -2.221 -0.001 2.493 -0.20 -0.22 0.68
H -1.396 -1.728 -0.958 0.00 -0.82 0.16
H 0.470 -1.453 -0.631 -2.44 0.76 -0.39
H 2.283 0.158 -0.355 0.72 -0.89 1.58
H 3.087 1.402 -1.566 1.90 0.26 -0.24
H 1.257 1.778 -2.409 -0.94 0.34 -0.61
```
Positions in Å, forces in eV/Å.

Summary:
Orbital gap (alpha / beta) in hartree: 0.2571 / 0.2593
Highest occupied orbital energy (alpha / beta) in eV: -7.0 / -7.0
Charge: 0
LUMO level (alpha / beta) in eV: 0.018 / 0.022
Electronic energy in eV: -20727.74106
ΔE to the lowest compared entry with this formula, charge and spin in kJ/mol: 529.3

***

# 6
A molecular structure, C8H8 in a non-equilibrium geometry, computed with the ωB97M-V functional and the def2-TZVPD basis.

```
16
Properties=species:S:1:pos:R:3:forces:R:3
C 0.615 1.160 1.307 2.93 0.46 -4.57
C -0.208 0.247 1.788 -0.16 -1.68 1.73
C -0.049 -1.046 1.196 -3.32 -2.41 4.30
C 0.648 -1.424 0.105 1.43 -0.26 -3.02
C 1.540 -0.428 -0.536 -4.53 -0.76 1.56
C 1.377 0.854 0.034 3.12 -0.22 0.44
C -1.570 0.300 -1.537 4.36 2.06 4.91
C -2.522 0.519 -2.214 -4.03 -2.25 -7.39
H 0.793 2.094 1.746 -0.03 1.32 0.40
H -0.766 0.473 2.775 0.76 -0.86 -1.94
H -0.583 -1.836 1.944 0.96 1.35 -2.57
H 0.481 -2.418 -0.502 0.50 1.74 1.99
H 1.840 -0.750 -1.552 0.71 0.95 0.90
H 2.255 1.474 -0.382 -2.05 0.22 0.97
H -0.774 0.683 -0.701 -2.33 -1.60 -2.63
H -3.078 0.097 -3.470 1.69 1.90 4.91
```
Positions in Å, forces in eV/Å.

Summary:
Orbital gap in hartree: 0.3714
Highest occupied orbital energy in eV: -9.3
Charge: 0
LUMO level in eV: 0.782
Electronic energy in eV: -8418.90541
ΔE to the lowest compared entry with this formula, charge and spin in kJ/mol: 590.0

***

# 7
A single C8H8 molecule in a non-equilibrium geometry, computed with the ωB97M-V functional and the def2-TZVPD basis.

```
16
Properties=species:S:1:pos:R:3:forces:R:3
C -0.673 -0.905 0.982 1.25 -0.08 -0.46
C 0.568 -0.557 1.405 2.18 2.07 0.58
C 1.020 0.862 1.800 1.28 -1.12 -0.80
C 1.381 0.445 0.349 -1.97 -0.13 3.73
C 0.358 0.775 -0.625 -1.56 0.83 -0.73
C 0.011 -0.331 -1.436 -1.62 -1.50 -2.08
C -1.529 -0.518 -1.663 1.58 -2.02 -0.07
C -0.990 -0.455 -0.318 1.18 1.00 -0.20
H -1.232 -1.546 1.619 -1.16 0.10 0.34
H 0.327 1.665 1.890 -1.34 0.07 -0.12
H 1.812 1.139 2.495 0.29 -0.82 -0.14
H 2.425 0.161 0.255 -0.36 -0.10 -0.68
H -0.095 1.798 -0.748 0.58 -1.15 -0.09
H 0.647 -1.158 -1.779 -0.09 0.49 0.50
H -2.211 0.110 -2.112 -1.05 2.47 -0.42
H -1.821 -1.486 -2.113 0.80 -0.08 0.65
```
Positions in Å, forces in eV/Å.

Summary:
Orbital gap (alpha / beta) in hartree: 0.2776 / 0.2775
Highest occupied orbital energy (alpha / beta) in eV: -7.1 / -7.1
Charge: 0
LUMO level (alpha / beta) in eV: 0.458 / 0.458
Electronic energy in eV: -8418.35291
ΔE to the lowest compared entry with this formula, charge and spin in kJ/mol: 643.3

***

# 8
A single C8H8 molecule in a non-equilibrium geometry, computed with the ωB97M-V functional and the def2-TZVPD basis.

```
16
Properties=species:S:1:pos:R:3:forces:R:3
C -2.040 -1.110 1.992 -0.32 1.53 -5.19
C -1.603 -0.452 0.865 0.84 -0.51 4.46
C -1.885 -1.269 3.203 0.20 -0.68 3.06
C -1.042 0.820 0.560 -1.34 2.31 -0.19
C -1.169 2.159 0.627 0.14 -1.78 -0.30
C -0.278 -0.369 0.207 0.37 -1.90 -1.52
C -0.343 -0.825 -1.222 -2.23 0.43 -0.74
C 0.951 -0.732 0.947 -1.83 -1.81 4.71
H -1.942 2.641 1.177 -0.91 -0.01 0.11
H -0.541 2.818 0.077 0.97 0.28 0.03
H 0.528 -0.580 -1.783 0.67 0.19 -0.46
H -1.191 -0.175 -1.528 0.49 -0.70 -1.11
H -0.658 -1.885 -1.401 0.54 0.81 0.53
H 1.265 -1.801 0.856 -0.19 0.95 -0.50
H 0.544 -0.740 2.144 1.77 0.42 -2.94
H 1.729 -0.036 0.756 0.82 0.47 0.05
```
Positions in Å, forces in eV/Å.

Summary:
Orbital gap (alpha / beta) in hartree: 0.2707 / 0.2708
Highest occupied orbital energy (alpha / beta) in eV: -9.5 / -9.5
Charge: 0
LUMO level (alpha / beta) in eV: -2.114 / -2.113
Electronic energy in eV: -8417.25674
ΔE to the lowest compared entry with this formula, charge and spin in kJ/mol: 749.1

***

# 9
A single C8H8BNO2 molecule in a non-equilibrium geometry, computed with the ωB97M-V functional and the def2-TZVPD basis.

```
20
Properties=species:S:1:pos:R:3:forces:R:3
N 0.081 2.926 -3.753 1.42 -2.04 1.66
C 0.579 2.126 -3.053 -2.73 4.08 -2.62
C 1.082 1.170 -2.170 2.64 -2.26 0.15
C 0.316 0.779 -0.973 -1.35 0.27 0.57
C -0.629 1.618 -0.457 -1.25 -1.14 1.32
C -1.488 1.131 0.537 0.27 0.70 0.39
C -1.266 -0.005 1.261 1.44 0.09 -2.83
C -0.268 -0.836 0.757 -0.01 -0.33 1.87
B 0.081 -1.972 1.791 0.45 -0.62 -0.23
O 0.913 -2.954 1.290 0.24 -1.49 0.47
O -0.426 -1.811 3.088 1.08 -1.40 0.06
C 0.425 -0.462 -0.371 0.07 0.56 -0.01
H 2.114 1.437 -1.890 -0.18 0.07 -0.10
H 1.202 0.286 -2.811 0.16 -0.16 0.22
H -0.780 2.609 -0.755 -0.19 1.24 -0.90
H -2.322 1.684 0.833 -1.08 1.37 0.31
H -1.791 -0.334 2.089 -1.24 -0.10 1.43
H 1.120 -3.875 1.610 -0.61 1.93 0.02
H -0.084 -2.442 3.777 -0.52 0.86 -1.24
H 1.142 -1.074 -0.798 1.38 -1.62 -0.52
```
Positions in Å, forces in eV/Å.

Summary:
Orbital gap in hartree: 0.3483
Highest occupied orbital energy in eV: -9.4
Charge: 0
LUMO level in eV: 0.120
Electronic energy in eV: -14688.92375
ΔE to the lowest compared entry with this formula, charge and spin in kJ/mol: 61.5

***

# 10
A single C8H8BrNO2S molecule in a non-equilibrium geometry, computed with the ωB97M-V functional and the def2-TZVPD basis.

```
21
Properties=species:S:1:pos:R:3:forces:R:3
C 0.225 -2.948 -0.987 2.28 -0.22 0.13
C -0.770 -1.928 -1.331 -1.31 1.41 -0.81
C -0.710 -0.602 -1.066 0.69 -1.00 1.52
C -1.803 0.363 -1.390 -0.52 -2.44 -2.32
O -2.756 0.002 -2.069 0.66 1.15 1.24
S -1.389 1.975 -0.926 -0.53 1.52 0.59
C 0.283 1.553 -0.470 1.68 -2.00 1.83
N 0.295 0.078 -0.265 -1.79 -0.33 -2.16
C 0.765 -0.034 1.005 1.11 2.33 -0.78
O 1.086 -0.943 1.685 -0.19 -1.10 0.91
C 0.919 1.536 1.147 0.15 -0.37 -3.41
C 0.116 2.113 2.211 1.21 1.85 3.70
Br 2.796 2.228 1.084 -1.09 -0.54 0.21
H 1.053 -2.831 -1.726 -0.13 0.23 0.45
H -0.134 -3.912 -1.314 -0.26 -0.50 0.75
H 0.751 -2.920 0.042 -1.31 -0.03 -1.57
H -1.620 -2.263 -2.009 0.98 0.69 1.17
H 0.964 1.787 -1.318 -0.17 0.37 1.01
H 0.581 1.629 3.221 -1.14 1.34 -2.13
H -0.947 1.827 2.217 0.39 0.23 -0.35
H 0.293 3.292 2.261 -0.72 -2.59 0.02
```
Positions in Å, forces in eV/Å.

Summary:
Orbital gap in hartree: 0.3365
Highest occupied orbital energy in eV: -9.4
Charge: 0
LUMO level in eV: -0.211
Electronic energy in eV: -94886.60011
ΔE to the lowest compared entry with this formula, charge and spin in kJ/mol: 0.0

***

# 11
A single C8H8BrP molecule in a non-equilibrium geometry, computed with the ωB97M-V functional and the def2-TZVPD basis.

```
18
Properties=species:S:1:pos:R:3:forces:R:3
C -1.449 0.159 2.012 -2.28 -0.73 1.87
C -0.661 1.234 1.585 -0.59 3.57 -1.69
C -1.404 -1.076 1.483 -1.13 -1.98 1.07
C 0.441 -0.759 -0.069 -3.00 3.47 2.77
C 0.027 1.300 0.442 1.13 -5.74 -0.21
C -0.433 -1.554 0.565 2.09 0.25 -1.30
C 1.375 -0.745 -1.129 2.45 1.10 -1.00
C 1.067 0.576 -1.954 2.94 -0.29 0.00
P 1.110 2.012 -0.742 0.97 0.05 -0.13
Br -0.156 -3.512 0.267 -0.52 1.07 0.25
H -2.268 0.398 2.808 1.64 -0.58 -1.61
H -1.041 2.252 1.850 0.54 -0.72 0.68
H -2.126 -1.870 1.796 0.59 0.98 0.00
H 2.444 -0.769 -0.741 -1.11 -0.09 -0.55
H 1.160 -1.600 -1.748 0.35 -0.47 -0.50
H 1.693 0.769 -2.934 -1.26 -0.53 2.05
H 0.064 0.406 -2.103 -2.38 0.13 -1.34
H 0.156 2.779 -1.389 -0.41 0.51 -0.36
```
Positions in Å, forces in eV/Å.

Summary:
Orbital gap in hartree: 0.3069
Highest occupied orbital energy in eV: -8.2
Charge: 0
LUMO level in eV: 0.165
Electronic energy in eV: -87752.37149
ΔE to the lowest compared entry with this formula, charge and spin in kJ/mol: 209.9

***

# 12
2 unconnected molecules or ions with the total composition C8H8Cl3N, computed with the ωB97M-V functional and the def2-TZVPD basis.

```
20
Properties=species:S:1:pos:R:3:forces:R:3
Cl 2.125 1.362 -1.124 -0.14 -0.08 -0.17
C 0.433 1.352 -0.722 0.00 0.30 -0.87
Cl -0.300 2.922 -0.693 -0.01 -0.12 0.04
C -0.302 0.217 -0.827 0.43 0.19 0.24
C -1.729 0.159 -0.665 -0.31 -0.09 -0.10
C -2.382 -1.022 -0.721 0.25 0.26 -0.01
C -1.665 -2.238 -0.920 0.23 -0.20 -0.03
C -0.320 -2.179 -1.051 -0.47 -0.43 0.00
N 0.337 -0.999 -1.009 0.17 0.50 -0.01
H -2.251 1.089 -0.511 -0.04 0.02 0.02
H -3.455 -1.060 -0.616 -0.11 0.08 0.04
H -2.188 -3.177 -0.964 0.06 -0.16 -0.01
H 0.294 -3.055 -1.201 0.03 -0.01 0.00
H 1.341 -0.958 -1.117 -0.11 -0.14 0.00
C 2.398 1.136 2.036 -0.08 0.02 0.08
C 1.140 1.517 1.936 0.29 -0.02 0.65
Cl -0.166 0.455 2.325 -0.22 -0.15 0.24
H 3.196 1.828 1.832 0.08 0.19 -0.10
H 2.672 0.132 2.305 -0.01 -0.22 0.08
H 0.823 2.519 1.705 -0.04 0.07 -0.09
```
Positions in Å, forces in eV/Å.

Summary:
Orbital gap in hartree: 0.2854
Highest occupied orbital energy in eV: -7.2
Charge: 0
LUMO level in eV: 0.585
Electronic energy in eV: -47481.58087
ΔE to the lowest compared entry with this formula, charge and spin in kJ/mol: 0.0